Density functional theory data (ωB97M-V with the def2-TZVPD basis set) for 8 unconnected molecules or ions with the total composition C54H86F5N9O10SSi.

The LUMO energy comes out at -0.0221 Eh. The largest force on an atom is 9.62 eV/A. The HOMO-LUMO gap comes out at 0.27068 Ha.

Last column: Löwdin charge in e.
Geometry (Å):
C  4.876  -2.249  2.972  0.100
C  4.204  -1.589  1.908  -0.068
C  3.249  -1.234  0.619  -0.103
C  1.839  -0.408  0.974  -0.012
C  0.806  -0.009  -0.235  -0.361
C  1.162  -0.470  -1.775  -0.100
C  2.582  -1.291  -2.103  0.103
C  3.688  -1.679  -0.910  -0.011
C  5.066  -2.462  -1.327  -0.234
F  4.881  -2.999  -2.728  -0.071
F  5.351  -3.678  -0.491  -0.055
C  6.395  -1.454  -1.446  -0.128
C  7.218  -1.360  -0.033  -0.261
Si  7.483  0.412  0.659  0.522
C  9.417  0.736  0.672  -0.250
C  6.975  0.401  2.556  -0.223
C  6.664  1.831  -0.344  -0.215
C  7.627  3.147  -0.715  -0.053
C  7.042  4.478  -1.541  -0.062
C  5.478  4.511  -2.069  -0.056
C  4.511  3.214  -1.720  -0.053
C  5.108  1.917  -0.851  -0.066
N  0.285  -0.178  -2.973  -0.156
N  0.505  1.185  -3.239  -0.084
C  0.570  1.459  -4.730  -0.217
C  2.045  2.091  -5.195  -0.124
C  -1.190  -0.327  -2.677  -0.068
C  -1.957  0.184  -1.303  -0.356
C  -3.578  0.051  -1.026  -0.016
C  -4.518  -0.637  -2.180  -0.061
C  -6.133  -0.721  -1.914  -0.145
C  -6.660  0.069  -0.576  -0.228
O  -8.124  -0.084  -0.353  -0.219
C  -8.608  0.971  0.595  -0.255
C  -10.246  1.166  0.533  -0.097
C  -3.830  -1.228  -3.575  -0.006
C  -4.649  -1.980  -4.781  -0.149
O  -5.786  -2.804  -4.343  -0.046
C  -5.403  -4.200  -4.084  -0.249
F  -5.604  -5.122  -5.240  0.034
F  -6.352  -4.693  -3.017  0.013
F  -4.042  -4.390  -3.533  0.050
C  -2.181  -1.065  -3.803  -0.040
O  -1.497  -1.574  -5.035  -0.094
S  -0.811  0.973  0.006  0.805
H  5.579  -2.625  3.854  0.063
H  1.556  -0.097  2.085  0.109
H  2.815  -1.570  -3.220  0.092
H  7.117  -2.017  -2.213  0.133
H  6.139  -0.429  -1.948  0.110
H  6.750  -2.005  0.849  0.074
H  8.300  -1.834  -0.208  0.100
H  9.740  0.960  -0.453  0.049
H  10.034  -0.188  1.038  0.045
H  9.650  1.709  1.321  0.051
H  7.218  -0.663  2.999  0.039
H  5.828  0.601  2.681  0.025
H  7.658  1.166  3.129  0.047
H  8.759  3.234  -0.383  0.072
H  7.731  5.423  -1.767  0.084
H  5.132  5.476  -2.648  0.087
H  3.380  3.177  -2.078  0.080
H  4.371  1.033  -0.636  0.059
H  -0.192  1.789  -2.750  0.107
H  -0.218  2.333  -4.932  0.123
H  0.323  0.524  -5.401  0.102
H  2.923  1.287  -5.097  0.071
H  2.023  2.501  -6.307  0.085
H  2.369  3.014  -4.518  0.070
H  -3.964  0.489  0.007  0.100
H  -6.461  -1.847  -1.872  0.123
H  -6.729  -0.247  -2.833  0.140
H  -6.116  -0.430  0.349  0.134
H  -6.362  1.197  -0.678  0.127
H  -8.097  2.023  0.366  0.104
H  -8.338  0.723  1.715  0.122
H  -10.831  0.173  0.332  0.064
H  -10.581  1.595  1.595  0.085
H  -10.465  2.019  -0.254  0.088
H  -5.007  -1.144  -5.554  0.158
H  -3.878  -2.647  -5.402  0.146
H  -1.894  -1.034  -5.779  0.114
C  -13.230  -1.871  -2.641  -0.083
N  -12.950  -0.698  -1.848  0.002
C  -13.257  0.602  -2.128  -0.542
C  -13.979  0.897  -3.413  -0.017
O  -12.942  1.488  -1.336  0.017
H  -13.842  -2.548  -2.039  0.083
H  -12.280  -2.357  -2.873  0.084
H  -13.754  -1.633  -3.568  0.075
H  -12.465  -0.816  -0.967  0.126
H  -14.154  1.974  -3.495  0.086
H  -13.372  0.581  -4.265  0.084
H  -14.947  0.389  -3.424  0.084
C  -7.482  5.775  4.359  -0.082
N  -8.137  4.654  3.728  0.001
C  -8.108  4.291  2.413  -0.516
C  -7.305  5.135  1.464  -0.005
O  -8.729  3.298  2.040  0.003
H  -6.818  5.386  5.134  0.082
H  -8.250  6.399  4.823  0.084
H  -6.905  6.373  3.652  0.077
H  -8.699  4.038  4.303  0.144
H  -7.378  4.721  0.454  0.085
H  -7.696  6.156  1.447  0.088
H  -6.253  5.135  1.761  0.087
C  2.940  3.123  2.743  -0.078
N  3.414  4.085  1.778  0.020
C  3.169  5.427  1.734  -0.545
C  2.301  6.022  2.808  -0.014
O  3.655  6.108  0.834  0.007
H  3.811  2.656  3.211  0.080
H  2.368  2.360  2.209  0.066
H  2.314  3.576  3.512  0.043
H  4.005  3.760  1.022  0.106
H  2.198  7.098  2.640  0.083
H  1.306  5.571  2.778  0.068
H  2.760  5.869  3.788  0.083
C  1.629  -2.587  -6.403  -0.070
N  2.257  -1.288  -6.431  0.012
C  3.063  -0.761  -7.398  -0.535
C  3.361  -1.605  -8.606  -0.014
O  3.519  0.372  -7.263  0.010
H  0.548  -2.439  -6.333  0.065
H  1.977  -3.112  -5.510  0.084
H  1.859  -3.181  -7.288  0.078
H  2.103  -0.660  -5.650  0.091
H  4.015  -1.051  -9.287  0.086
H  3.875  -2.522  -8.305  0.086
H  2.435  -1.843  -9.135  0.084
C  6.354  -9.271  0.756  -0.087
N  6.634  -8.097  1.548  -0.008
C  6.327  -6.797  1.269  -0.542
C  5.605  -6.503  -0.016  -0.006
O  6.642  -5.912  2.060  0.012
H  5.742  -9.947  1.357  0.081
H  7.305  -9.757  0.523  0.082
H  5.831  -9.033  -0.171  0.076
H  7.120  -8.215  2.430  0.139
H  5.430  -5.425  -0.098  0.050
H  6.213  -6.819  -0.868  0.091
H  4.638  -7.011  -0.028  0.090
C  5.340  -4.566  7.821  -0.081
N  5.814  -3.603  6.855  0.003
C  5.569  -2.261  6.812  -0.543
C  4.701  -1.667  7.886  -0.012
O  6.055  -1.581  5.912  0.000
H  6.211  -5.032  8.289  0.084
H  4.768  -5.328  7.287  0.086
H  4.714  -4.112  8.590  0.076
H  6.405  -3.929  6.100  0.143
H  4.598  -0.590  7.717  0.087
H  3.706  -2.117  7.856  0.086
H  5.160  -1.820  8.866  0.086
C  -0.369  2.857  7.438  -0.081
N  0.131  3.327  6.168  0.005
C  -0.438  3.193  4.935  -0.526
C  -1.753  2.472  4.839  -0.008
O  0.127  3.657  3.947  0.012
H  -0.487  3.722  8.096  0.085
H  0.375  2.180  7.865  0.084
H  -1.323  2.338  7.344  0.077
H  1.015  3.824  6.151  0.145
H  -2.081  2.445  3.795  0.084
H  -1.643  1.443  5.192  0.088
H  -2.512  2.997  5.425  0.086